[1]
Here is a structure of composition C18H21IN7O8Ti in a non-equilibrium geometry from the Open Molecules 2025 dataset. Energies are from ωB97M-V/def2-TZVPD.

Computed properties:
* E_LUMO (spin up / spin down): 4.28 / 4.28 eV
* energy above the lowest of the compared OMol25 structures with the same formula, charge and spin: 0.0 kcal per mole
* charge: -2
* spin multiplicity: 2
* highest occupied orbital energy (spin up / spin down): 0.0477 / 0.0420 Eh
* Kohn-Sham gap (spin up / spin down): 0.110 / 0.115 Ha
* DFT total energy: -2830.60721 a.u.

Each line ends with the Mulliken spin population.
Atoms and positions in Å:
1 C -0.959 -3.923 -2.649  -0.006
2 I 3.222 -2.127 -0.564  0.012
3 H -0.189 -4.646 -3.005  0.000
4 H -1.293 -3.370 -3.554  0.000
5 H -1.797 -4.466 -2.163  0.000
6 C 0.203 -1.546 3.901  -0.003
7 C 1.502 -1.203 3.949  0.005
8 N 1.954 -1.147 2.652  0.004
9 C 0.975 -1.509 1.739  -0.015
10 N -0.120 -1.733 2.580  -0.008
11 H -0.499 -1.679 4.703  -0.001
12 H 2.135 -0.990 4.793  0.000
13 C -0.741 0.549 -4.174  -0.002
14 C 0.269 -0.690 -2.537  -0.033
15 N -0.913 -0.152 -3.004  -0.003
16 H 1.113 0.992 -5.258  0.000
17 N 1.183 -0.196 -3.456  0.011
18 H -1.548 1.028 -4.695  0.000
19 Ti 0.801 -1.187 -0.425  1.045
20 C -0.339 -2.919 -1.795  -0.007
21 O -0.711 -2.666 -0.612  -0.017
22 C 0.574 0.522 -4.456  0.004
23 C 2.616 -0.308 -3.476  0.007
24 H 3.077 0.451 -2.831  0.000
25 H 2.922 -0.105 -4.510  -0.001
26 H 2.951 -1.302 -3.169  0.000
27 C -2.232 -0.202 -2.419  0.005
28 H -2.955 -0.181 -3.246  0.001
29 H -2.410 0.686 -1.798  -0.001
30 H -2.389 -1.098 -1.817  -0.001
31 C -1.478 -2.089 2.276  0.010
32 H -1.821 -2.822 3.017  0.000
33 H -1.587 -2.512 1.280  -0.003
34 H -2.141 -1.217 2.349  -0.001
35 C 3.318 -0.770 2.449  -0.004
36 H 3.829 -1.470 1.777  0.002
37 H 3.794 -0.794 3.438  -0.001
38 H 3.406 0.243 2.049  0.003
39 O 0.290 5.868 2.287  0.046
40 N -0.803 5.265 2.230  0.060
41 O -1.885 5.788 2.561  0.088
42 C -0.797 3.882 1.751  0.022
43 C 0.427 3.326 1.365  0.247
44 C 0.425 2.064 0.770  -0.093
45 C -0.751 1.270 0.626  -0.067
46 O -0.667 0.040 0.207  0.015
47 C -1.965 1.867 1.101  0.096
48 C -1.979 3.141 1.666  -0.290
49 N -3.199 1.075 1.210  -0.020
50 O -4.022 1.451 2.079  -0.013
51 O -3.380 0.074 0.493  -0.015
52 N 1.676 1.487 0.421  -0.030
53 O 2.726 1.881 0.938  -0.017
54 O 1.714 0.623 -0.576  -0.039
55 H 1.363 3.868 1.468  0.038
56 H -2.896 3.579 2.061  -0.031


[2]
Here is a structure of composition C17H17CdN3O2 from the Open Molecules 2025 dataset. Energies are from ωB97M-V/def2-TZVPD.

Computed properties:
* E_LUMO: 0.17 eV
* energy above the lowest of the compared OMol25 structures with the same formula, charge and spin: 0.0 kcal per mole
* charge: 0
* spin multiplicity: 1
* highest occupied orbital energy: -0.2642 Eh
* Kohn-Sham gap: 0.270 Ha
* DFT total energy: -1140.48586 a.u.

Each line ends with the Löwdin charge.
Atoms and positions in Å:
1 Cd -0.335 0.068 0.028  1.407
2 C 0.673 0.428 -4.155  -0.041
3 C 0.665 -0.103 -2.741  -0.506
4 O 0.309 0.782 -1.858  -0.239
5 C 1.018 -1.432 -2.555  -0.055
6 C 1.065 -2.220 -1.348  -0.356
7 C 1.377 -3.687 -1.442  -0.039
8 N 0.826 -1.676 -0.200  -0.121
9 N 0.737 -2.475 0.938  0.053
10 C 0.249 -1.830 1.967  -0.510
11 O -0.164 -0.587 2.038  -0.231
12 C 0.054 -2.665 3.190  -0.166
13 C -0.903 -2.287 4.126  -0.041
14 C -1.141 -3.075 5.245  -0.088
15 C -0.409 -4.237 5.443  -0.098
16 C 0.562 -4.607 4.519  -0.086
17 C 0.791 -3.828 3.397  -0.036
18 H -0.282 0.209 -4.638  0.079
19 H 1.464 -0.027 -4.750  0.076
20 H 0.804 1.508 -4.133  0.078
21 H 1.284 -1.963 -3.459  0.089
22 H 1.584 -3.978 -2.470  0.069
23 H 0.538 -4.267 -1.055  0.078
24 H 2.233 -3.926 -0.811  0.081
25 H -1.450 -1.367 3.971  0.107
26 H -1.892 -2.778 5.965  0.099
27 H -0.589 -4.850 6.317  0.098
28 H 1.144 -5.507 4.677  0.099
29 H 1.538 -4.109 2.667  0.105
30 C -4.179 -2.876 -1.461  -0.057
31 C -3.736 -1.866 -2.301  -0.053
32 C -2.836 -0.941 -1.806  -0.136
33 N -2.384 -0.982 -0.551  -0.025
34 C -2.807 -1.959 0.256  -0.125
35 C -3.706 -2.924 -0.159  -0.045
36 H -4.881 -3.618 -1.818  0.111
37 H -4.073 -1.797 -3.326  0.108
38 H -2.451 -0.141 -2.429  0.107
39 H -2.403 -1.964 1.261  0.100
40 H -4.020 -3.697 0.528  0.111


[3]
Here is a cluster of 2 separate species, C3H5NS in total in a non-equilibrium geometry from the Open Molecules 2025 dataset. Energies are from ωB97M-V/def2-TZVPD.

Computed properties:
* E_LUMO (spin up / spin down): -0.22 / -0.21 eV
* SMILES: C=[NH+][S-].C#C
* energy above the lowest of the compared OMol25 structures with the same formula, charge and spin: 87.2 kcal per mole
* charge: 0
* spin multiplicity: 1
* highest occupied orbital energy (spin up / spin down): -0.3052 / -0.3052 Eh
* Kohn-Sham gap (spin up / spin down): 0.297 / 0.297 Ha
* DFT total energy: -570.09551 a.u.

Each line ends with the Löwdin charge.
Atoms and positions in Å:
1 C -0.433 -2.661 -1.314  -0.022
2 N -0.640 -1.480 -0.706  -0.669
3 S 0.105 -0.101 -0.912  0.604
4 H -0.974 -3.528 -1.051  0.060
5 H 0.375 -2.546 -2.016  0.061
6 H -1.443 -1.456 -0.047  0.106
7 C 0.537 2.458 1.230  -0.016
8 C 1.001 3.448 1.739  0.025
9 H 0.117 1.567 0.958  -0.118
10 H 1.354 4.298 2.120  -0.032


[4]
Here is a structure of composition C34H34BBaN14O2S in a non-equilibrium geometry from the Open Molecules 2025 dataset. Energies are from ωB97M-V/def2-TZVPD.

Computed properties:
* E_LUMO (spin up / spin down): -0.17 / -2.82 eV
* energy above the lowest of the compared OMol25 structures with the same formula, charge and spin: 27.8 kcal per mole
* charge: 0
* spin multiplicity: 2
* highest occupied orbital energy (spin up / spin down): -0.2304 / -0.2304 Eh
* Kohn-Sham gap (spin up / spin down): 0.224 / 0.127 Ha
* DFT total energy: -2681.77191 a.u.

Each line ends with the Mulliken spin population.
Atoms and positions in Å:
1 Ba 0.162 0.278 -0.198  -0.009
2 C 0.081 -4.404 -0.437  -0.001
3 C 0.075 -3.077 -0.875  0.002
4 N -0.143 -2.242 0.132  0.002
5 N -0.260 -3.011 1.242  -0.001
6 C -0.133 -4.315 0.921  0.000
7 B -0.532 -2.331 2.605  0.000
8 N -1.902 -1.588 2.522  0.018
9 C -3.097 -2.115 2.865  -0.006
10 C -4.067 -1.162 2.644  0.013
11 C -3.355 -0.061 2.152  0.012
12 N -2.056 -0.332 2.066  -0.003
13 N 0.610 -1.333 2.963  0.000
14 C 1.574 -1.514 3.894  0.000
15 C 2.350 -0.377 3.938  0.000
16 C 1.789 0.459 2.965  0.000
17 N 0.751 -0.122 2.383  0.001
18 N -0.664 -3.302 3.793  0.000
19 C -0.971 -2.877 5.046  0.000
20 C -1.030 -3.974 5.866  0.000
21 C -0.741 -5.053 5.011  0.000
22 N -0.526 -4.643 3.774  0.000
23 H 0.235 -5.296 -1.019  0.000
24 H 0.254 -2.694 -1.868  0.001
25 H -0.189 -5.077 1.676  0.000
26 H -3.178 -3.119 3.247  -0.001
27 H -5.126 -1.243 2.824  0.001
28 H -3.723 0.913 1.870  -0.009
29 H 1.656 -2.426 4.460  0.000
30 H 3.211 -0.194 4.557  0.000
31 H 2.097 1.450 2.667  0.000
32 H -1.124 -1.831 5.256  0.000
33 H -1.245 -4.001 6.920  0.000
34 H -0.682 -6.105 5.242  0.000
35 O -1.619 0.043 -1.870  0.179
36 N -2.473 -0.853 -2.183  0.152
37 C -2.105 -1.858 -3.008  -0.102
38 C -2.947 -2.904 -3.288  0.141
39 C -4.226 -2.940 -2.728  -0.094
40 C -4.627 -1.887 -1.944  0.119
41 C -3.773 -0.799 -1.689  -0.109
42 S -4.285 0.571 -0.846  0.694
43 H -1.108 -1.772 -3.410  -0.004
44 H -2.599 -3.697 -3.935  0.006
45 H -4.888 -3.773 -2.915  -0.004
46 H -5.613 -1.848 -1.507  0.001
47 C 0.975 0.536 -4.009  0.000
48 N 1.466 0.206 -2.667  0.000
49 C 2.735 0.278 -2.458  0.001
50 C 3.334 -0.140 -1.239  0.000
51 C 4.701 -0.401 -1.022  0.000
52 C 4.783 -1.001 0.227  0.000
53 C 3.463 -1.058 0.711  0.000
54 N 2.588 -0.534 -0.155  0.001
55 C 1.496 1.833 -4.585  -0.003
56 C 1.052 3.046 -4.065  0.000
57 C 1.535 4.244 -4.565  0.000
58 C 2.473 4.248 -5.591  0.000
59 C 2.923 3.046 -6.112  0.000
60 C 2.434 1.846 -5.610  0.000
61 H -0.114 0.589 -3.944  0.002
62 H 1.228 -0.282 -4.695  0.000
63 H 3.428 0.606 -3.241  0.000
64 H 5.501 -0.199 -1.720  0.000
65 H 5.658 -1.364 0.744  0.000
66 H 3.144 -1.475 1.655  0.000
67 H 0.341 3.032 -3.248  0.001
68 H 1.181 5.183 -4.157  0.000
69 H 2.849 5.185 -5.981  0.000
70 H 3.656 3.038 -6.909  0.000
71 H 2.786 0.906 -6.020  0.000
72 C 0.595 5.581 -0.834  0.000
73 N 0.061 4.760 0.245  0.000
74 C -0.599 5.298 1.295  0.000
75 C -1.083 4.534 2.297  0.000
76 C -0.867 3.121 2.198  -0.001
77 N -0.285 2.590 1.130  0.002
78 C 0.202 3.365 0.142  -0.002
79 O 0.774 2.898 -0.839  0.000
80 N -1.221 2.298 3.182  0.000
81 H 0.721 6.600 -0.476  0.000
82 H -0.077 5.572 -1.693  0.000
83 H 1.553 5.175 -1.148  0.000
84 H -0.714 6.374 1.287  0.000
85 H -1.601 4.969 3.137  0.000
86 H -1.750 2.637 3.963  0.000
87 H -1.167 1.297 2.988  0.001


[5]
Here is the molecule C3H4O2S in a non-equilibrium geometry from the Open Molecules 2025 dataset. Energies are from ωB97M-V/def2-TZVPD.

Computed properties:
* E_LUMO: 0.33 eV
* SMILES: O=C1COCS1
* energy above the lowest of the compared OMol25 structures with the same formula, charge and spin: 49.9 kcal per mole
* charge: 0
* spin multiplicity: 1
* highest occupied orbital energy: -0.3604 Eh
* Kohn-Sham gap: 0.372 Ha
* DFT total energy: -665.30617 a.u.

Each line ends with the Löwdin charge.
Atoms and positions in Å:
1 O 1.231 1.102 -1.765  -0.017
2 C 0.730 0.476 -0.786  -0.747
3 C -0.620 0.497 -0.444  -0.214
4 O -1.021 -0.773 0.146  -0.084
5 C 0.031 -0.870 1.015  -0.480
6 S 1.714 -0.371 0.374  1.025
7 H -1.143 0.536 -1.515  0.190
8 H -1.027 1.457 -0.048  0.164
9 H 0.078 -1.899 1.191  0.078
10 H 0.026 -0.156 1.833  0.084


[6]
Here is a cluster of 2 separate species, CH2Cl3OP in total in a non-equilibrium geometry from the Open Molecules 2025 dataset. Energies are from ωB97M-V/def2-TZVPD.

Computed properties:
* E_LUMO (spin up / spin down): -1.30 / -1.30 eV
* energy above the lowest of the compared OMol25 structures with the same formula, charge and spin: 65.3 kcal per mole
* charge: 0
* spin multiplicity: 1
* highest occupied orbital energy (spin up / spin down): -0.3361 / -0.3362 Eh
* Kohn-Sham gap (spin up / spin down): 0.288 / 0.288 Ha
* DFT total energy: -1836.44384 a.u.

Each line ends with the Löwdin charge.
Atoms and positions in Å:
1 C -0.884 -0.392 -0.475  -0.963
2 O -0.247 -0.835 -3.192  -0.404
3 P -0.857 -1.273 -1.921  0.266
4 Cl -1.577 1.086 -0.195  0.622
5 Cl -0.380 -3.090 -1.387  0.370
6 Cl 2.146 -0.222 0.607  0.321
7 H 2.550 -1.393 0.294  -0.239
8 H -1.122 -1.147 0.351  0.027


[7]
Here is the ion C5H8N3O2 with charge -1 in a non-equilibrium geometry from the Open Molecules 2025 dataset. Energies are from ωB97M-V/def2-TZVPD.

Computed properties:
* E_LUMO (spin up / spin down): 3.97 / 2.42 eV
* energy above the lowest of the compared OMol25 structures with the same formula, charge and spin: 0.0 kcal per mole
* charge: -1
* spin multiplicity: 3
* highest occupied orbital energy (spin up / spin down): -0.0813 / -0.1273 Eh
* Kohn-Sham gap (spin up / spin down): 0.227 / 0.216 Ha
* DFT total energy: -509.92751 a.u.

Each line ends with the Mulliken spin population.
Atoms and positions in Å:
1 C 0.454 0.197 1.803  0.151
2 C -0.291 1.228 1.981  1.209
3 C -0.742 -1.240 0.073  0.021
4 C 1.910 -0.032 1.614  0.131
5 C -0.544 0.768 -2.535  -0.010
6 N -0.353 -0.981 1.507  0.193
7 N -0.021 -0.519 -0.740  0.013
8 N -0.311 -0.585 -2.158  0.002
9 O -1.265 1.830 2.338  0.274
10 O -1.585 -2.169 0.005  0.024
11 H 2.082 0.490 0.640  0.024
12 H 2.113 -1.068 1.451  0.003
13 H 2.477 0.405 2.424  -0.023
14 H 0.024 1.090 -3.485  0.001
15 H -1.549 1.107 -2.739  0.001
16 H -0.072 1.411 -1.634  0.009
17 H -1.306 -0.741 1.901  -0.023
18 H -1.022 -1.190 -2.444  0.001


[8]
Here is a cluster of 2 separate species, C5H11NO2 in total in a non-equilibrium geometry from the Open Molecules 2025 dataset. Energies are from ωB97M-V/def2-TZVPD.

Computed properties:
* E_LUMO: 0.83 eV
* SMILES: CCC(N)=O.CC=O
* energy above the lowest of the compared OMol25 structures with the same formula, charge and spin: 37.6 kcal per mole
* charge: 0
* spin multiplicity: 1
* highest occupied orbital energy: -0.3539 Eh
* Kohn-Sham gap: 0.384 Ha
* DFT total energy: -402.31819 a.u.

Each line ends with the Löwdin charge.
Atoms and positions in Å:
1 C 2.199 0.694 -1.749  -0.110
2 C 1.217 0.746 -0.593  -0.176
3 C 0.426 -0.683 -0.376  -0.569
4 N 1.066 -1.487 0.543  0.153
5 O -0.265 -1.183 -1.256  0.023
6 H 2.839 1.581 -1.782  0.074
7 H 1.675 0.635 -2.710  0.078
8 H 2.814 -0.207 -1.644  0.079
9 H 0.599 1.644 -0.690  0.102
10 H 1.767 0.895 0.341  0.098
11 H 1.311 -1.061 1.429  0.098
12 H 0.668 -2.414 0.623  0.111
13 C -2.986 -0.023 1.073  -0.041
14 C -1.537 0.326 1.224  -0.311
15 O -0.914 0.280 2.270  0.019
16 H -3.531 0.856 0.719  0.084
17 H -3.394 -0.336 2.037  0.083
18 H -3.092 -0.825 0.340  0.084
19 H -0.862 0.563 0.203  0.121


- Number 1 is which compound?
  C18H21IN7O8Ti


- Look up the DFT total energy of the eighth one.
  -402.31819 a.u.